(1)
The following is a quantum chemistry calculation of C32H90F3NaO30 as an isolated structure in a non-equilibrium geometry, from the OMol25 dataset.

The geometry in XYZ format:
```
156
C32H90F3NaO30 the ωB97M-V functional and the def2-TZVPD basis
Na 0.026 -5.381 -19.679
C -2.211 -6.474 -21.574
O -0.935 -5.918 -21.972
O -2.473 -5.828 -20.350
C -3.252 -6.738 -22.644
F -3.646 -5.536 -23.162
F -2.706 -7.384 -23.689
F -4.391 -7.284 -22.222
C -0.840 -4.795 -22.821
C 0.675 -4.736 -23.082
H 0.995 -3.780 -23.498
H 1.231 -4.882 -22.155
H 1.046 -5.515 -23.750
H -1.106 -3.858 -22.326
H -1.395 -4.838 -23.758
H -1.972 -7.524 -21.369
C -3.270 -11.066 -19.945
C -3.559 -10.903 -18.469
O -2.521 -10.198 -17.823
O -2.270 -12.065 -20.133
H -2.949 -10.178 -20.491
H -4.125 -11.523 -20.445
H -3.627 -11.898 -18.026
H -4.518 -10.426 -18.258
H -2.733 -9.258 -17.755
H -1.475 -11.805 -19.658
C -8.025 -10.562 -20.415
C -7.243 -9.337 -21.083
O -5.858 -9.619 -21.052
O -7.671 -10.924 -19.109
H -8.026 -11.411 -21.100
H -9.058 -10.208 -20.389
H -7.371 -8.462 -20.444
H -7.565 -9.092 -22.096
H -5.652 -10.133 -21.837
H -7.270 -11.794 -19.078
C 0.487 -8.862 -23.490
C 0.163 -9.816 -22.361
O 1.170 -9.736 -21.386
O 1.553 -9.359 -24.269
H 0.788 -7.910 -23.048
H -0.451 -8.721 -24.027
H 0.012 -10.831 -22.735
H -0.812 -9.568 -21.934
H 1.084 -10.412 -20.710
H 2.337 -9.170 -23.747
C -4.923 -9.114 -25.629
C -5.714 -8.136 -24.797
O -6.978 -7.841 -25.405
O -5.531 -10.386 -25.684
H -3.887 -9.147 -25.296
H -4.959 -8.736 -26.654
H -5.088 -7.249 -24.676
H -5.852 -8.560 -23.799
H -7.477 -7.162 -24.941
H -6.335 -10.247 -26.191
C -0.735 -6.140 -26.367
C -2.101 -5.465 -26.690
O -2.104 -4.701 -27.843
O -0.295 -6.965 -27.421
H -0.819 -6.830 -25.527
H 0.032 -5.382 -26.198
H -2.271 -4.803 -25.839
H -2.924 -6.180 -26.643
H -2.255 -5.279 -28.596
H -0.500 -6.440 -28.200
C 1.998 -7.307 -17.821
C 2.754 -6.151 -18.497
O 2.324 -6.108 -19.870
O 0.607 -7.027 -17.777
H 2.441 -7.525 -16.848
H 2.093 -8.232 -18.393
H 3.831 -6.331 -18.490
H 2.637 -5.149 -18.085
H 2.683 -6.881 -20.315
H 0.361 -7.206 -16.866
C 1.004 -2.302 -19.279
C -0.301 -2.463 -18.527
O -0.260 -3.635 -17.681
O 1.198 -3.284 -20.274
H 1.827 -2.308 -18.561
H 0.980 -1.288 -19.683
H -1.170 -2.571 -19.176
H -0.427 -1.593 -17.882
H -0.120 -3.331 -16.782
H 1.644 -2.881 -21.023
C -7.315 -5.951 -22.628
C -8.202 -5.520 -21.477
O -8.467 -4.114 -21.580
O -7.780 -5.538 -23.859
H -7.104 -7.020 -22.651
H -6.350 -5.512 -22.360
H -7.741 -5.730 -20.511
H -9.191 -5.983 -21.511
H -9.002 -3.905 -20.810
H -8.374 -4.820 -23.616
C 2.788 -1.003 -23.653
C 2.502 0.504 -23.584
O 3.458 1.149 -22.732
O 2.743 -1.510 -22.391
H 3.751 -1.227 -24.117
H 1.978 -1.422 -24.252
H 1.482 0.579 -23.203
H 2.618 0.905 -24.592
H 3.225 2.081 -22.771
H 3.296 -0.937 -21.850
C -5.521 -7.392 -18.278
C -4.302 -7.224 -17.376
O -3.127 -7.591 -18.075
O -5.586 -6.511 -19.355
H -6.411 -7.343 -17.649
H -5.546 -8.421 -18.645
H -4.260 -7.721 -16.408
H -4.320 -6.147 -17.192
H -2.895 -6.939 -18.748
H -4.995 -6.872 -20.024
C -4.124 -2.848 -18.997
C -5.650 -2.795 -18.756
O -6.055 -4.067 -18.247
O -3.943 -3.331 -20.295
H -3.665 -3.571 -18.320
H -3.631 -1.887 -18.841
H -6.233 -2.676 -19.669
H -5.818 -1.967 -18.067
H -6.020 -4.705 -18.968
H -3.531 -4.202 -20.368
C -4.795 -1.641 -23.613
C -5.933 -2.572 -23.189
O -6.559 -2.206 -22.009
O -3.740 -1.624 -22.616
H -5.290 -0.677 -23.738
H -4.341 -1.875 -24.576
H -5.512 -3.565 -23.012
H -6.723 -2.658 -23.939
H -7.261 -2.851 -21.867
H -3.952 -2.166 -21.847
C -1.210 -2.060 -25.564
C -0.822 -0.625 -25.050
O -1.759 0.283 -25.686
O -0.926 -2.191 -26.968
H -2.243 -2.314 -25.320
H -0.680 -2.854 -25.030
H 0.192 -0.309 -25.296
H -1.005 -0.582 -23.977
H -1.497 0.247 -26.611
H -1.432 -2.966 -27.232
C 4.062 -4.477 -24.360
C 4.782 -4.299 -22.992
O 5.793 -5.272 -22.871
O 4.873 -4.363 -25.474
H 3.309 -3.692 -24.442
H 3.582 -5.457 -24.396
H 4.037 -4.396 -22.199
H 5.178 -3.292 -22.844
H 6.129 -5.177 -21.976
H 5.465 -5.118 -25.410
```

Properties
HOMO (eV): -8.77
Charge: 0
Kohn-Sham gap (eV): 8.3



(2)
The following is a quantum chemistry calculation of a 11-piece molecular cluster, C32H90F6N6O14P overall in a non-equilibrium geometry, from the OMol25 dataset.

The geometry in XYZ format:
```
149
C32H90F6N6O14P the ωB97M-V functional and the def2-TZVPD basis
P 0.095 0.478 -0.081
F -0.717 1.678 -0.775
F 1.196 0.648 -1.234
F 1.035 1.258 0.911
F 0.853 -0.854 0.570
F -1.037 0.431 1.141
F -0.723 -0.669 -0.964
C 5.838 2.963 6.023
C 4.576 2.713 5.263
C 4.167 1.184 5.133
O 3.079 1.040 4.186
C 2.989 -0.358 3.707
N 3.598 3.337 6.136
H 5.880 2.529 7.022
H 5.993 4.039 6.100
H 6.679 2.524 5.487
H 4.710 3.279 4.341
H 3.755 0.721 6.030
H 5.011 0.570 4.818
H 2.170 -0.522 3.007
H 2.928 -1.116 4.488
H 3.848 -0.540 3.061
H 3.997 4.231 6.384
H 3.592 2.714 6.931
C 2.610 -0.080 -4.277
C 3.234 -1.369 -4.778
C 2.871 -1.800 -6.269
O 3.542 -3.057 -6.479
C 3.209 -3.631 -7.743
N 4.657 -1.219 -4.592
H 2.991 0.784 -4.823
H 2.805 0.104 -3.221
H 1.521 -0.073 -4.241
H 2.927 -2.203 -4.147
H 3.313 -1.104 -6.982
H 1.788 -1.800 -6.386
H 3.916 -4.206 -8.341
H 2.940 -2.853 -8.458
H 2.355 -4.296 -7.617
H 4.908 -1.991 -5.192
H 4.708 -0.509 -5.309
C -0.673 -2.447 -4.727
C -2.086 -1.834 -4.605
C -3.185 -2.618 -5.250
O -2.764 -3.212 -6.512
C -3.790 -3.768 -7.352
N -2.494 -1.433 -3.252
H -0.444 -2.609 -5.780
H -0.563 -3.343 -4.115
H 0.185 -1.866 -4.392
H -2.060 -0.865 -5.104
H -3.999 -1.945 -5.520
H -3.541 -3.468 -4.667
H -4.235 -2.947 -7.914
H -4.407 -4.372 -6.687
H -3.292 -4.464 -8.028
H -2.713 -2.264 -2.720
H -1.710 -1.018 -2.769
C 0.674 -5.286 -0.394
C -0.292 -4.607 -1.392
C -1.769 -4.511 -0.891
O -2.502 -3.700 -1.814
C -3.908 -3.747 -1.488
N 0.180 -3.238 -1.623
H 1.092 -4.635 0.375
H 1.505 -5.574 -1.038
H 0.340 -6.185 0.123
H -0.353 -5.171 -2.323
H -1.854 -4.081 0.107
H -2.153 -5.524 -0.771
H -4.476 -3.335 -2.322
H -4.140 -3.261 -0.541
H -4.171 -4.801 -1.396
H 0.091 -2.662 -0.798
H -0.600 -2.919 -2.180
C -0.765 4.580 -0.957
C -1.094 5.697 0.120
C -2.477 6.408 0.020
O -2.630 7.203 1.242
C -3.823 7.939 1.317
N -1.031 4.920 1.335
H -0.684 5.102 -1.911
H -1.548 3.830 -1.071
H 0.157 4.036 -0.748
H -0.402 6.531 0.000
H -3.268 5.659 -0.006
H -2.661 6.988 -0.884
H -4.176 8.287 0.346
H -3.824 8.709 2.088
H -4.722 7.360 1.528
H -1.343 4.126 0.795
H -1.888 5.330 1.677
C -3.276 -1.175 3.505
C -3.477 -2.489 4.230
C -3.527 -3.734 3.299
O -4.063 -4.962 3.942
C -4.078 -6.213 3.174
N -2.427 -2.653 5.211
H -3.943 -1.125 2.645
H -2.294 -1.021 3.058
H -3.564 -0.278 4.054
H -4.381 -2.223 4.779
H -2.504 -3.912 2.969
H -4.118 -3.498 2.414
H -4.591 -5.867 2.277
H -4.602 -7.072 3.594
H -3.122 -6.464 2.715
H -2.602 -3.478 5.767
H -2.616 -1.962 5.922
C -4.242 2.379 -0.382
C -4.062 2.350 1.166
O -2.672 2.470 1.364
O -3.954 1.180 -1.049
H -3.627 3.193 -0.765
H -5.281 2.603 -0.622
H -4.394 1.420 1.628
H -4.627 3.155 1.636
H -2.290 1.657 1.026
H -3.044 1.129 -1.352
C 3.953 -1.097 -0.473
C 3.485 -2.231 -1.301
O 4.523 -2.813 -2.147
O 4.799 -0.286 -1.320
H 4.504 -1.423 0.409
H 3.074 -0.636 -0.023
H 2.536 -1.995 -1.783
H 3.240 -3.136 -0.745
H 4.367 -3.759 -2.100
H 4.452 0.597 -1.171
C 0.269 2.567 5.442
C -0.161 1.712 4.211
O -0.383 2.611 3.108
O 1.156 3.540 4.994
H 0.668 1.919 6.223
H -0.568 3.048 5.949
H -1.131 1.235 4.352
H 0.494 0.888 3.927
H -0.804 2.109 2.407
H 1.926 3.409 5.551
C 2.843 4.748 0.564
C 3.320 3.592 1.520
O 2.328 3.248 2.513
O 1.865 5.604 1.167
H 2.526 4.219 -0.334
H 3.650 5.357 0.157
H 4.230 3.940 2.008
H 3.672 2.771 0.895
H 2.705 2.483 2.953
H 2.316 6.402 0.881
```

Properties
HOMO (alpha / beta) (eV): 2.48 / -4.33
Multiplicity: 2
Charge: -2
Kohn-Sham gap (alpha / beta) (eV): 1.1 / 7.8



> charge of number 2 (C32H90F6N6O14P)?

-2



> Which value of charge does entry 2 give?

-2



> Which of these has the highest charge?

C32H90F3NaO30



> Which value of charge does entry 1 give?

0